Computed, not measured: a molecular structure, C6H8NO3S in a non-equilibrium geometry, with ωB97M-V/def2-TZVPD.

## Properties
Net charge = -1
Frontier orbital gap = 8.80 eV
ΔE to the lowest compared entry with this formula, charge and spin = 2.125 eV
M = 174.2 g mol⁻¹
Calculated total energy = -912.06098 hartree

XYZ file:
```
19
C6H8NO3S (ωB97M-V/def2-TZVPD)
C -1.9063 1.1174 1.3643
C 0.4052 -0.4433 1.1255
C 0.1192 0.4119 0.2388
C 1.4891 -1.5188 1.2117
C -1.9821 1.7384 -1.3226
C -0.9315 1.4200 0.3854
N -2.8346 0.7665 1.9501
O 0.2069 2.8666 2.1177
O 0.6707 3.4007 -0.2378
O -1.4200 4.0735 0.8030
S -0.3478 3.1376 0.7770
H -0.1618 -0.4505 2.1071
H 0.5897 0.3913 -0.7602
H 2.0054 -1.0530 2.0800
H 1.3401 -2.5362 1.5533
H 2.3528 -1.5704 0.4285
H -2.0040 2.8822 -1.2414
H -1.4719 1.4192 -2.1758
H -2.9832 1.2211 -1.3581
```

Computed, not measured: 2 unconnected molecules or ions with the total composition C6H8NO4P in a non-equilibrium geometry, with ωB97M-V/def2-TZVPD.

## Properties
Net charge = -2
Frontier orbital gap = 6.30 eV
ΔE to the lowest compared entry with this formula, charge and spin = 0.195 eV
M = 189.1 g mol⁻¹
Calculated total energy = -930.46108 hartree

XYZ file:
```
20
C6H8NO4P (ωB97M-V/def2-TZVPD)
C -1.5267 -2.0540 1.3987
C -0.1499 -1.7248 1.0523
C -2.2959 -0.9721 0.9602
C -0.1236 -0.5867 0.2914
C -1.8613 0.8492 -0.6549
C 1.9758 -0.3135 -1.1010
N -1.4423 -0.1270 0.2957
O 3.3092 1.8950 -0.8051
O 0.8438 2.2830 -0.5147
O 2.2331 1.0411 1.3304
O 1.8109 -0.5037 -2.3088
P 1.8819 1.2515 -0.1066
H -1.8437 -2.7880 2.1249
H 0.7817 -2.1954 1.5587
H -3.2957 -0.5308 1.2406
H -2.3101 1.7604 -0.2862
H -0.9034 1.3543 -1.0790
H -2.5666 0.3498 -1.3191
H 2.5775 -1.1368 -0.5182
H 2.9055 2.1485 -1.5591
```

Computed, not measured: a molecular structure, C6H8NO4S in a non-equilibrium geometry, with ωB97M-V/def2-TZVPD.

## Properties
Net charge = -1
Frontier orbital gap (spin up / spin down) = 4.88 / 5.54 eV
ΔE to the lowest compared entry with this formula, charge and spin = 1.923 eV
M = 190.2 g mol⁻¹
Multiplicity = 3
Calculated total energy = -987.07121 hartree

XYZ file:
```
20
C6H8NO4S (ωB97M-V/def2-TZVPD)
C 0.2827 -3.1367 -1.0638
C 0.4951 2.5879 1.0961
C -0.1999 -1.9542 -1.3369
C -0.3137 1.6329 0.7560
C -0.5111 -1.0193 -0.2552
C 0.3010 0.3001 -0.4700
N 1.6337 0.1507 0.1049
O 2.4251 1.1098 -0.0929
O -2.9081 1.1701 0.1111
O 1.8259 -0.7664 0.9348
O -2.2444 3.0054 1.6636
S -2.0757 1.5735 1.3415
H 0.6197 -3.6764 -1.8666
H 0.3026 -3.7680 -0.1405
H 0.3906 3.3145 1.8448
H 1.4553 2.4823 0.7729
H -0.1030 -1.5459 -2.4189
H -1.6461 -0.7764 -0.1503
H -0.0535 -1.3887 0.6989
H 0.3238 0.7047 -1.5295
```

Computed, not measured: a molecular structure, C6H8NO5S2 in a non-equilibrium geometry, with ωB97M-V/def2-TZVPD.

## Properties
Net charge = -1
Frontier orbital gap (spin up / spin down) = 6.33 / 6.33 eV
ΔE to the lowest compared entry with this formula, charge and spin = 0.882 eV
M = 238.3 g mol⁻¹
Calculated total energy = -1460.69441 hartree

XYZ file:
```
22
C6H8NO5S2 (ωB97M-V/def2-TZVPD)
C -1.3197 -1.4725 -1.3440
C -1.8484 -0.2495 -0.6708
C 0.0002 -1.8338 -1.3137
C -0.8322 0.4789 0.0270
C 1.1079 -0.9481 -0.7293
C 0.4793 0.1658 0.1045
N 0.7803 1.4108 2.5064
O -0.1765 3.4627 1.0569
O 2.7094 0.1400 1.3302
O 1.9869 2.3832 0.6085
O 1.5933 4.5236 -0.1890
O 0.3261 2.7151 -1.1710
S 1.5569 0.9285 1.0618
S 0.7791 3.3768 0.0037
H -1.9219 -2.2541 -1.8342
H -2.7622 0.1152 -1.0487
H 0.5475 -2.6145 -1.8949
H -1.3624 1.1456 0.7131
H 1.6584 -1.5063 0.0380
H 1.9240 -0.5850 -1.4233
H 1.2525 1.8109 3.4025
H 0.1990 2.2274 2.2208
```

Computed, not measured: a gas-phase ion, C6H8NS (charge +1) in a non-equilibrium geometry, with ωB97M-V/def2-TZVPD.

## Properties
SMILES string = C#S#C[N+]#CC(C)C
Net charge = +1
Frontier orbital gap (spin up / spin down) = 6.82 / 6.83 eV
ΔE to the lowest compared entry with this formula, charge and spin = 7.351 eV
M = 126.2 g mol⁻¹
Calculated total energy = -685.80098 hartree

XYZ file:
```
16
C6H8NS (ωB97M-V/def2-TZVPD)
C -2.6620 -1.3159 -0.4156
S -3.8869 -0.3969 0.0708
C -2.8697 1.0769 0.4333
N -1.6367 0.9700 0.2719
C -0.6211 0.3648 -0.0871
C 0.7182 0.1649 -0.3270
C 1.6616 1.4544 -0.1174
C 1.3595 -0.9310 0.4925
H -2.9270 -2.2545 -0.7953
H 0.8664 -0.4515 -1.3031
H 1.4189 2.2745 -0.8357
H 2.6818 0.9776 -0.2302
H 1.6451 1.8841 0.8992
H 0.7403 -1.8874 0.5113
H 1.3180 -0.5415 1.5334
H 2.1935 -1.3885 -0.1010
```

Computed, not measured: a molecular structure, C6H8O2 in a non-equilibrium geometry, with ωB97M-V/def2-TZVPD.

## Properties
Frontier orbital gap (spin up / spin down) = 6.35 / 6.35 eV
ΔE to the lowest compared entry with this formula, charge and spin = 4.850 eV
M = 112.1 g mol⁻¹
Calculated total energy = -383.73188 hartree

XYZ file:
```
16
C6H8O2 (ωB97M-V/def2-TZVPD)
C -1.3681 0.0233 1.1323
C -0.7042 -1.1011 -1.2139
C 1.3403 -0.5393 1.0309
C -0.4933 0.2507 -0.5435
C 1.1928 0.3864 0.0563
C 1.9194 1.4724 -0.2458
O 1.6792 -1.4532 1.6453
O -0.8310 1.2919 -1.1066
H -0.0805 -1.1345 -2.1097
H -2.3572 -0.0067 0.6849
H -1.2040 -0.8728 1.7290
H -1.2526 0.9367 1.7109
H -1.7517 -1.2093 -1.4888
H -0.4267 -1.9385 -0.5719
H 2.8978 1.6788 0.1633
H 1.4399 2.2152 -0.8727
```

Computed, not measured: a molecular structure, C6H8O2 in a non-equilibrium geometry, with ωB97M-V/def2-TZVPD.

## Properties
Frontier orbital gap = 9.93 eV
ΔE to the lowest compared entry with this formula, charge and spin = 8.233 eV
M = 112.1 g mol⁻¹
Calculated total energy = -383.60755 hartree

XYZ file:
```
16
C6H8O2 (ωB97M-V/def2-TZVPD)
C -1.7341 0.3084 0.9781
C -1.4154 1.6514 0.3812
C -0.5644 0.4515 0.1508
C 0.7955 -0.5874 -1.1284
C 2.1193 -1.2259 -0.6954
C 0.9983 -0.7237 0.2137
H -2.5974 -0.3142 0.6535
H -1.7335 -0.0128 2.0088
H -1.0084 2.3755 0.9885
H -1.9460 1.9432 -0.5190
H 1.1967 0.2395 -1.7814
H 2.9725 -0.7382 -0.9781
H 2.4805 -2.3454 -0.6516
H 0.3557 -1.3663 0.7747
O -0.6019 -0.3161 -1.1740
O 0.6826 0.6606 0.7787
```

Computed, not measured: a single C6H8O2 molecule in a non-equilibrium geometry, with ωB97M-V/def2-TZVPD.

## Properties
SMILES string = C1=C[C@H]2OC[C@H](C1)O2
Frontier orbital gap = 10.12 eV
ΔE to the lowest compared entry with this formula, charge and spin = 5.996 eV
M = 112.1 g mol⁻¹
Calculated total energy = -383.68975 hartree

XYZ file:
```
16
C6H8O2 (ωB97M-V/def2-TZVPD)
C -1.3775 -0.6966 -0.7119
C -1.0512 -1.0483 0.5745
C -0.2959 -0.0224 1.3581
O 1.2720 -0.1848 1.4507
C 1.8763 0.6849 0.3824
C 0.5480 0.4485 -0.4967
C -0.5940 0.3638 -1.5109
O -0.3334 1.0192 0.5110
H -2.1495 -1.3846 -1.2112
H -1.4373 -1.9547 1.1069
H -0.6944 0.1064 2.3937
H 2.0097 1.6930 0.7326
H 2.8531 0.3378 -0.0123
H 0.7095 -0.6222 -0.4736
H -0.2866 -0.1761 -2.3893
H -1.0489 1.4361 -1.7037
```

Computed, not measured: a single C6H8O2 molecule in a non-equilibrium geometry, with ωB97M-V/def2-TZVPD.

## Properties
SMILES string = C1C[C@H]2O[C@@H]1[C@@H]1O[C@@H]12
Frontier orbital gap = 11.02 eV
ΔE to the lowest compared entry with this formula, charge and spin = 3.088 eV
M = 112.1 g mol⁻¹
Calculated total energy = -383.79664 hartree

XYZ file:
```
16
C6H8O2 (ωB97M-V/def2-TZVPD)
C -1.3700 0.4721 0.0825
C -0.2904 0.7394 1.1782
C 0.7362 -0.3711 0.9089
O -0.1468 -1.4386 0.3558
C -0.7601 -0.7850 -0.6935
C 0.5999 -0.3558 -1.4710
O 1.7251 -1.1431 -1.0953
C 1.4533 0.0248 -0.3186
H -2.4571 0.2477 0.6366
H -1.6300 1.2258 -0.6184
H 0.0719 1.7066 1.0137
H -0.6531 0.6777 2.2785
H 1.2457 -0.8437 1.7536
H -1.4510 -1.4030 -1.2200
H 0.8301 0.3645 -2.3591
H 2.0961 0.8817 -0.4319
```

Computed, not measured: 2 unconnected molecules or ions with the total composition C6H8O2 in a non-equilibrium geometry, with ωB97M-V/def2-TZVPD.

## Properties
SMILES string = C=C=C=O.CC(C)=O
Frontier orbital gap = 8.47 eV
ΔE to the lowest compared entry with this formula, charge and spin = 4.016 eV
M = 112.1 g mol⁻¹
Calculated total energy = -383.76252 hartree

XYZ file:
```
16
C6H8O2 (ωB97M-V/def2-TZVPD)
C -3.0360 1.4823 0.1788
C -2.5643 0.3012 -0.1816
C -2.1402 -0.8537 0.1295
O -1.7131 -1.9235 -0.0865
H -3.4255 2.0552 -0.5458
H -3.0049 1.9997 1.2131
C 2.1853 -0.8420 0.9373
C 1.1446 0.1004 0.3258
C 1.3926 0.0966 -1.1718
O 0.2312 0.8061 0.7578
H 1.6190 -1.7772 1.1687
H 2.4227 -0.4855 1.9746
H 2.9985 -1.0848 0.3193
H 0.7823 -0.7355 -1.6697
H 2.3550 -0.0355 -1.6140
H 0.7528 0.8963 -1.7357
```

Computed, not measured: a single C6H8O2 molecule in a non-equilibrium geometry, with ωB97M-V/def2-TZVPD.

## Properties
SMILES string = CC1=C[C@H](O)CC1=O
Frontier orbital gap = 9.91 eV
ΔE to the lowest compared entry with this formula, charge and spin = 1.433 eV
M = 112.1 g mol⁻¹
Calculated total energy = -383.85746 hartree

XYZ file:
```
16
C6H8O2 (ωB97M-V/def2-TZVPD)
C -0.1340 1.7400 1.7510
C -0.1366 0.5849 0.7287
C 0.6199 -0.5173 0.6769
C 0.4279 -1.2830 -0.6763
O 1.7402 -1.4319 -1.2931
C -0.6450 -0.4930 -1.4687
C -1.0600 0.5976 -0.4517
O -2.0012 1.3539 -0.7211
H -0.1014 2.7792 1.3278
H 0.9127 1.6222 2.3622
H -0.9285 1.5971 2.5412
H 1.3477 -0.9730 1.4313
H 0.1069 -2.2834 -0.5133
H 1.6434 -2.2858 -1.7232
H -0.1545 0.0244 -2.3032
H -1.6375 -1.0318 -1.6686
```

Computed, not measured: a single C6H8O2 molecule in a non-equilibrium geometry, with ωB97M-V/def2-TZVPD.

## Properties
SMILES string = C=CC(O)(C=C)C=O
Frontier orbital gap = 10.06 eV
ΔE to the lowest compared entry with this formula, charge and spin = 3.377 eV
M = 112.1 g mol⁻¹
Calculated total energy = -383.78603 hartree

XYZ file:
```
16
C6H8O2 (ωB97M-V/def2-TZVPD)
C 1.5961 -1.6584 0.0089
C 0.3592 -1.4417 0.4148
C -0.3744 -0.2032 0.1825
O -0.7578 0.3547 1.3818
C 0.3245 0.9798 -0.5180
C 0.6767 2.1748 0.1277
C -1.6809 -0.4200 -0.6167
O -2.7469 -0.3429 -0.0536
H 2.0317 -0.8474 -0.6483
H 2.0987 -2.6626 0.1369
H -0.3338 -2.1629 0.9334
H -1.7853 0.2963 1.4416
H 0.4639 1.0691 -1.7650
H 0.6877 2.4751 1.2637
H 1.0551 2.9489 -0.5120
H -1.6147 -0.5598 -1.7777
```